1.
22
Properties=species:S:1:pos:R:3 method="wB97M-V/def2-TZVPD" e_tot_ha=-387.273152 multiplicity=1 largest_force_ev_per_a=5.427 de_lowest_kcal_mol=147.1
C 0.7941 0.1729 -0.1754
C -1.0809 -1.0255 0.6262
C -0.8683 0.3528 0.8352
C 0.5133 1.1748 -1.2888
C 1.8318 0.7094 0.8007
C 1.3103 -1.1247 -0.7914
O -2.8097 -0.8129 1.1504
O -3.5775 -0.6410 -0.0642
H -4.1621 0.0930 0.1667
H -1.2551 -1.4576 -0.3512
H -0.7173 -1.6946 1.3979
H -0.5584 0.6450 1.8317
H -1.5015 1.0870 0.3539
H 1.4056 1.3110 -1.9093
H 2.7888 0.8699 0.2936
H 2.2440 -0.9323 -1.3320
H 0.2639 2.1610 -0.8964
H -0.3168 0.8418 -1.9126
H 1.9975 0.0103 1.6216
H 1.5482 1.6760 1.2173
H 0.6266 -1.5331 -1.5353
H 1.5235 -1.8833 -0.0388

2.
20
Properties=species:S:1:pos:R:3 method="wB97M-V/def2-TZVPD" e_tot_ha=-700.404668 total_charge=+1 multiplicity=1 largest_force_ev_per_a=4.799 de_lowest_kcal_mol=93.0
C 2.2964 -1.3374 -0.3058
C 2.5502 0.0278 -0.3013
C 0.9156 -1.7052 -0.1594
C 1.5602 0.9784 -0.3159
C -0.0655 -0.7768 -0.1087
C 0.2001 0.6015 -0.1704
C -0.8681 2.6840 0.2389
C -1.5708 -1.2303 -0.2115
C -2.3056 -0.7830 0.8993
N -0.8680 1.4879 -0.1787
I -3.8627 0.6096 0.7440
H 3.1351 -1.9421 -0.2022
H 3.5300 0.3365 -0.4199
H 0.7610 -2.8131 -0.0822
H 1.8836 2.0443 -0.4385
H -1.7447 3.1824 -0.1320
H 0.0869 3.1702 0.7602
H -2.0609 -1.1453 -1.1984
H -1.4899 -2.2906 -0.2435
H -2.0830 -1.0988 1.8259

3.
77
Properties=species:S:1:pos:R:3 method="wB97M-V/def2-TZVPD" e_tot_ha=-7793.718454 total_charge=+1 multiplicity=1 largest_force_ev_per_a=8.239 de_lowest_kcal_mol=243.4
C 2.1385 -3.3741 4.3495
C 2.9062 -2.4804 3.7368
C 3.7205 -1.4058 2.8220
C 2.6046 -0.6628 1.9408
N 1.2016 -0.5558 2.3667
N 0.3977 0.0949 1.4460
C 1.3508 0.3938 0.3898
C 0.7192 1.1281 -0.9021
C -0.8748 0.7674 -0.8669
C -1.9995 1.7799 -0.4373
C -3.5380 1.3427 -0.3796
C -3.9508 -0.1616 -0.7525
C -2.8518 -1.1967 -1.2069
C -1.3253 -0.7204 -1.2533
C -0.2624 -1.8719 -1.7109
N 2.7386 -0.0381 0.6238
Si 4.1902 0.1514 -0.4251
C 3.9858 1.8286 -1.3784
C 4.3903 -1.2187 -1.7650
C 5.8124 0.2926 0.6233
H 1.1314 -3.8595 4.7297
H 4.5743 -1.8841 2.2205
H 4.2093 -0.6718 3.5772
H 0.7715 -0.9220 3.2330
H 0.8213 2.2693 -0.7212
H 1.2366 0.7609 -1.8591
H -1.7296 2.8837 -0.1346
H -4.3658 2.0984 -0.0728
H -5.0785 -0.4185 -0.6592
H -3.1974 -2.2691 -1.4504
H 0.1133 -1.5659 -2.7555
H -0.7806 -2.9109 -1.7941
H 0.6037 -2.0007 -0.9502
H 3.1331 1.7618 -2.1570
H 3.8091 2.6869 -0.6126
H 4.9852 1.9997 -1.9390
H 4.6187 -0.6692 -2.7703
H 3.4401 -1.8874 -1.8873
H 5.3380 -1.8718 -1.5672
H 6.7377 0.5619 -0.0243
H 6.0856 -0.7017 1.1560
H 5.6695 1.1138 1.4202
C -5.0587 -1.4909 2.8480
Cl -4.6888 -1.2124 1.1376
Cl -4.6571 -3.1461 3.3299
H -4.4773 -0.7954 3.4535
H -6.1232 -1.3226 3.0130
C -2.7197 6.1041 -0.7070
Cl -2.7944 4.3438 -0.5358
Cl -4.1356 6.8766 0.0170
H -1.8222 6.4705 -0.2081
H -2.6818 6.3554 -1.7648
C -1.5660 -5.0274 3.0308
Cl -1.4125 -6.5278 2.1109
Cl 0.0148 -4.4545 3.5858
H -2.0149 -4.2647 2.3939
H -2.2016 -5.2056 3.8960
C 4.0408 5.0107 -3.5124
Cl 3.8245 4.5530 -5.2052
Cl 2.6058 4.6183 -2.5567
H 4.8958 4.4705 -3.1056
H 4.2216 6.0840 -3.4554
C -2.1404 6.5849 -4.8976
Cl -1.5561 5.4586 -3.6655
Cl -3.9023 6.7141 -4.8583
H -1.7087 7.5684 -4.7119
H -1.8327 6.2264 -5.8797
C -2.5123 -4.8157 -3.7734
Cl -1.7203 -3.5012 -4.6501
Cl -2.8994 -4.3361 -2.1154
H -3.4350 -5.0805 -4.2897
H -1.8446 -5.6767 -3.7462
C -2.7120 -3.7586 6.6216
Cl -3.1128 -5.3897 6.0713
Cl -1.0997 -3.2698 6.0755
H -3.4475 -3.0595 6.2234
H -2.7366 -3.7388 7.7110

4.
11
Properties=species:S:1:pos:R:3 method="wB97M-V/def2-TZVPD" e_tot_ha=-426.751437 multiplicity=1 largest_force_ev_per_a=5.687 de_lowest_kcal_mol=192.1
C -0.7378 -0.9811 0.7174
C 0.4257 0.6591 -0.6626
H -2.5514 1.2904 0.4207
H -2.1279 1.2050 -1.7651
H -1.5865 -1.9556 0.7441
N -2.0633 0.4427 -0.5438
N -0.7077 0.0548 -0.2507
N 0.3448 -1.4041 1.4464
N 1.5665 -0.6809 1.1436
N 1.5712 0.0735 0.1095
O 0.3948 1.4989 -1.6330

5.
9
Properties=species:S:1:pos:R:3 method="wB97M-V/def2-TZVPD" e_tot_ha=-3349.338741 multiplicity=1 largest_force_ev_per_a=2.664 de_lowest_kcal_mol=51.1
C -0.7778 0.4822 -0.3548
C -0.1992 -0.2871 0.8132
C 0.4356 -0.3492 -0.5129
F 0.3396 0.3621 1.8432
F -0.8507 -1.3698 1.2845
Cl 0.7367 -1.6364 -1.5253
Br 2.6949 1.1095 -0.4135
H -1.6922 0.1311 -0.8166
H -0.6868 1.5576 -0.3179

6.
24
Properties=species:S:1:pos:R:3 method="wB97M-V/def2-TZVPD" e_tot_ha=-496.859688 multiplicity=1 smiles="CC(C)/[N+]([O-])=N/[C@@H](C)CO" largest_force_ev_per_a=4.201 de_lowest_kcal_mol=124.1
C 2.5188 -0.7290 -0.4991
C 2.0594 0.5603 -0.0534
C 2.1243 0.6321 1.5056
N 0.6913 0.7907 -0.4095
O 0.2658 1.9490 -0.5275
N -0.0728 -0.2121 -0.4947
C -1.5093 0.0901 -0.6137
C -2.0239 -1.1208 -1.3286
C -2.0039 0.2016 0.8794
O -3.4015 0.0557 0.8431
H 2.3526 -0.8450 -1.5407
H 3.6238 -1.0221 -0.2860
H 1.8965 -1.4934 -0.0804
H 2.5714 1.4910 -0.4032
H 1.2591 0.3200 2.1640
H 2.0698 1.6444 1.9100
H 3.0378 0.1124 1.9784
H -1.8096 1.0249 -1.0537
H -3.1002 -1.1604 -1.8102
H -2.1397 -2.0226 -0.6907
H -1.4279 -1.3055 -2.2888
H -1.7225 1.1487 1.2912
H -1.6204 -0.7796 1.4211
H -3.6388 0.6695 0.0878